The following is a DFT calculation (ωB97M-V with the def2-TZVPD basis set) of a cluster of 7 separate species, C79H168BN3O8P3 in total in a non-equilibrium geometry.

Each atom is followed by the atoms it is bonded to, with distances in Å.
Cartesian coordinates (Å):
1 O -25.78 5.48 -11.46  C2 1.234
2 C -26.53 4.76 -12.13  O1 1.234, O3 1.339, C6 1.539
3 O -27.33 5.16 -13.13  C2 1.339, B4 1.467
4 B -28.09 4.04 -13.70  O3 1.467, O5 1.458, O8 1.482, O12 1.453
5 O -27.56 2.88 -13.00  B4 1.458, C6 1.330
6 C -26.62 3.23 -12.13  C2 1.539, O5 1.330, O7 1.282
7 O -26.00 2.44 -11.33  C6 1.282
8 O -27.79 3.91 -15.14  B4 1.482, C9 1.324
9 C -28.94 4.22 -15.73  O8 1.324, O10 1.232, C11 1.577
10 O -29.08 4.50 -16.92  C9 1.232
11 C -30.09 4.27 -14.66  C9 1.577, O12 1.341, O13 1.235
12 O -29.52 4.13 -13.46  B4 1.453, C11 1.341
13 O -31.28 4.49 -14.93  C11 1.235
14 C -26.02 -0.29 -19.59  C15 1.513, H24 1.090, H25 1.090, H26 1.090
15 C -26.29 1.20 -19.66  C14 1.513, C16 1.569, H27 1.090, H28 1.090
16 C -27.28 1.51 -20.84  C15 1.569, C17 1.565, H29 1.090, H30 1.090
17 C -28.74 1.12 -20.45  C16 1.565, N18 1.581, H31 1.090, H32 1.090
18 N -29.83 1.77 -21.39  C17 1.581, C19 1.536, C22 1.558, C23 1.534
19 C -29.68 1.62 -22.91  N18 1.536, C20 1.484, H33 1.090, H34 1.090
20 C -30.48 2.67 -23.60  C19 1.484, C21 1.514, H35 1.090, H36 1.090
21 C -30.38 3.88 -22.69  C20 1.514, C22 1.553, H37 1.090, H38 1.090
22 C -30.03 3.31 -21.29  N18 1.558, C21 1.553, H39 1.090, H40 1.090
23 C -31.11 1.02 -21.00  N18 1.534, H41 1.090, H42 1.090, H43 1.090
24 H -25.34 -0.56 -20.41  C14 1.090
25 H -26.92 -0.88 -19.73  C14 1.090
26 H -25.64 -0.78 -18.69  C14 1.090
27 H -25.31 1.66 -19.77  C15 1.090
28 H -26.63 1.68 -18.74  C15 1.090
29 H -26.82 1.16 -21.77  C16 1.090
30 H -27.34 2.59 -20.94  C16 1.090
31 H -29.13 1.35 -19.46  C17 1.090
32 H -28.83 0.05 -20.64  C17 1.090
33 H -29.78 0.61 -23.31  C19 1.090
34 H -28.67 1.98 -23.10  C19 1.090
35 H -31.53 2.39 -23.55  C20 1.090
36 H -30.17 3.02 -24.59  C20 1.090
37 H -31.31 4.46 -22.65  C21 1.090
38 H -29.57 4.60 -22.84  C21 1.090
39 H -30.75 3.57 -20.52  C22 1.090
40 H -29.04 3.65 -20.98  C22 1.090
41 H -31.89 1.49 -21.60  C23 1.090
42 H -31.31 1.00 -19.93  C23 1.090
43 H -31.08 0.03 -21.46  C23 1.090
44 C -29.45 10.26 -9.92  C45 1.508, H54 1.090, H55 1.090, H56 1.090
45 C -28.51 9.37 -10.70  C44 1.508, C46 1.563, H57 1.090, H58 1.090
46 C -28.49 9.74 -12.22  C45 1.563, C47 1.525, H59 1.090, H60 1.090
47 C -29.78 9.69 -13.04  C46 1.525, N48 1.507, H61 1.090, H62 1.090
48 N -29.57 9.98 -14.50  C47 1.507, C49 1.593, C52 1.585, C53 1.490
49 C -30.73 9.32 -15.38  N48 1.593, C50 1.600, H63 1.090, H64 1.090
50 C -30.24 9.24 -16.90  C49 1.600, C51 1.579, H65 1.090, H66 1.090
51 C -28.68 9.34 -16.69  C50 1.579, C52 1.545, H67 1.090, H68 1.090
52 C -28.29 9.36 -15.20  N48 1.585, C51 1.545, H69 1.090, H70 1.090
53 C -29.51 11.45 -14.76  N48 1.490, H71 1.090, H72 1.090, H73 1.090
54 H -29.07 11.25 -9.67  C44 1.090
55 H -29.80 9.77 -9.01  C44 1.090
56 H -30.41 10.36 -10.43  C44 1.090
57 H -28.82 8.33 -10.66  C45 1.090
58 H -27.47 9.28 -10.37  C45 1.090
59 H -27.84 9.01 -12.69  C46 1.090
60 H -27.84 10.62 -12.25  C46 1.090
61 H -30.39 10.47 -12.60  C47 1.090
62 H -30.35 8.78 -12.89  C47 1.090
63 H -31.71 9.79 -15.27  C49 1.090
64 H -30.79 8.27 -15.08  C49 1.090
65 H -30.64 9.92 -17.65  C50 1.090
66 H -30.32 8.30 -17.44  C50 1.090
67 H -28.29 10.16 -17.30  C51 1.090
68 H -28.20 8.54 -17.26  C51 1.090
69 H -27.36 9.86 -14.93  C52 1.090
70 H -28.31 8.30 -14.92  C52 1.090
71 H -29.52 11.55 -15.85  C53 1.090
72 H -28.56 11.86 -14.43  C53 1.090
73 H -30.24 12.06 -14.23  C53 1.090
74 C -36.02 1.26 -16.58  C75 1.531, H84 1.090, H85 1.090, H86 1.090
75 C -35.18 1.75 -17.76  C74 1.531, C76 1.501, H87 1.090, H88 1.090
76 C -35.64 2.96 -18.53  C75 1.501, C77 1.584, H89 1.090, H90 1.090
77 C -36.88 2.75 -19.49  C76 1.584, N78 1.579, H91 1.090, H92 1.090
78 N -37.33 4.11 -20.16  C77 1.579, C79 1.595, C82 1.550, C83 1.562
79 C -37.69 5.21 -19.06  N78 1.595, C80 1.540, H93 1.090, H94 1.090
80 C -39.01 5.90 -19.44  C79 1.540, C81 1.602, H95 1.090, H96 1.090
81 C -39.37 5.33 -20.89  C80 1.602, C82 1.583, H97 1.090, H98 1.090
82 C -38.65 3.92 -20.95  N78 1.550, C81 1.583, H99 1.090, H100 1.090
83 C -36.26 4.67 -21.15  N78 1.562, H101 1.090, H102 1.090, H103 1.090
84 H -37.02 0.88 -16.78  C74 1.090
85 H -35.97 1.92 -15.71  C74 1.090
86 H -35.53 0.39 -16.14  C74 1.090
87 H -35.05 0.85 -18.37  C75 1.090
88 H -34.21 2.06 -17.38  C75 1.090
89 H -34.83 3.22 -19.20  C76 1.090
90 H -35.68 3.87 -17.93  C76 1.090
91 H -37.79 2.50 -18.95  C77 1.090
92 H -36.71 2.06 -20.32  C77 1.090
93 H -36.87 5.93 -18.99  C79 1.090
94 H -37.85 4.64 -18.15  C79 1.090
95 H -39.00 6.99 -19.43  C80 1.090
96 H -39.88 5.67 -18.82  C80 1.090
97 H -38.88 5.85 -21.72  C81 1.090
98 H -40.43 5.21 -21.10  C81 1.090
99 H -38.27 3.88 -21.97  C82 1.090
100 H -39.32 3.12 -20.64  C82 1.090
101 H -36.14 3.81 -21.80  C83 1.090
102 H -35.34 5.05 -20.70  C83 1.090
103 H -36.84 5.42 -21.69  C83 1.090
104 C -27.85 -9.65 -19.30  C105 1.554, H121 1.090, H122 1.090, H123 1.090
105 C -28.82 -10.22 -18.23  C104 1.554, C106 1.580, H124 1.090, H125 1.090
106 C -29.26 -9.19 -17.12  C105 1.580, C107 1.553, H126 1.090, H127 1.090
107 C -29.69 -7.76 -17.54  C106 1.553, P108 1.821, H128 1.090, H129 1.090
108 P -30.19 -6.72 -16.13  C107 1.821, C109 1.861, C113 1.900, C117 1.864
109 C -31.42 -7.53 -15.00  P108 1.861, C110 1.567, H130 1.090, H131 1.090
110 C -32.16 -6.67 -13.91  C109 1.567, C111 1.507, H132 1.090, H133 1.090
111 C -32.82 -7.41 -12.77  C110 1.507, C112 1.581, H134 1.090, H135 1.090
112 C -31.85 -7.93 -11.63  C111 1.581, H136 1.090, H137 1.090, H138 1.090
113 C -28.55 -6.50 -15.20  P108 1.900, C114 1.545, H139 1.090, H140 1.090
114 C -27.37 -6.04 -16.08  C113 1.545, C115 1.573, H141 1.090, H142 1.090
115 C -26.35 -5.15 -15.28  C114 1.573, C116 1.563, H143 1.090, H144 1.090
116 C -25.63 -5.85 -14.09  C115 1.563, H145 1.090, H146 1.090, H147 1.090
117 C -30.81 -5.10 -16.81  P108 1.864, C118 1.591, H148 1.090, H149 1.090
118 C -30.71 -3.91 -15.76  C117 1.591, C119 1.487, H150 1.090, H151 1.090
119 C -29.60 -2.99 -16.12  C118 1.487, C120 1.558, H152 1.090, H153 1.090
120 C -29.10 -2.06 -14.99  C119 1.558, H154 1.090, H155 1.090, H156 1.090
121 H -28.35 -8.88 -19.90  C104 1.090
122 H -27.53 -10.44 -19.98  C104 1.090
123 H -26.98 -9.16 -18.87  C104 1.090
124 H -28.37 -11.09 -17.74  C105 1.090
125 H -29.64 -10.77 -18.69  C105 1.090
126 H -28.35 -9.17 -16.51  C106 1.090
127 H -30.09 -9.73 -16.68  C106 1.090
128 H -30.60 -7.87 -18.13  C107 1.090
129 H -29.11 -7.17 -18.25  C107 1.090
130 H -30.85 -8.34 -14.55  C109 1.090
131 H -32.06 -8.19 -15.59  C109 1.090
132 H -32.94 -6.06 -14.36  C110 1.090
133 H -31.43 -5.97 -13.51  C110 1.090
134 H -33.36 -8.26 -13.17  C111 1.090
135 H -33.59 -6.79 -12.32  C111 1.090
136 H -30.93 -8.38 -11.99  C112 1.090
137 H -32.48 -8.52 -10.97  C112 1.090
138 H -31.33 -7.29 -10.91  C112 1.090
139 H -28.39 -7.42 -14.65  C113 1.090
140 H -28.73 -5.84 -14.35  C113 1.090
141 H -27.52 -5.72 -17.11  C114 1.090
142 H -26.79 -6.91 -16.38  C114 1.090
143 H -26.76 -4.20 -14.92  C115 1.090
144 H -25.64 -4.89 -16.07  C115 1.090
145 H -24.88 -6.58 -14.38  C116 1.090
146 H -26.45 -6.41 -13.63  C116 1.090
147 H -25.24 -5.12 -13.37  C116 1.090
148 H -31.85 -5.14 -17.12  C117 1.090
149 H -30.28 -4.83 -17.73  C117 1.090
150 H -30.43 -4.30 -14.78  C118 1.090
151 H -31.67 -3.40 -15.69  C118 1.090
152 H -29.85 -2.44 -17.03  C119 1.090
153 H -28.80 -3.62 -16.51  C119 1.090
154 H -28.19 -1.55 -15.33  C120 1.090
155 H -28.77 -2.82 -14.28  C120 1.090
156 H -29.79 -1.40 -14.46  C120 1.090
157 C -26.18 1.94 0.48  C158 1.586, H174 1.090, H175 1.090, H176 1.090
158 C -26.88 2.52 -0.83  C157 1.586, C159 1.582, H177 1.090, H178 1.090
159 C -26.49 1.90 -2.23  C158 1.582, C160 1.559, H179 1.090, H180 1.090
160 C -27.45 2.34 -3.38  C159 1.559, P161 1.896, H181 1.090, H182 1.090
161 P -26.70 2.18 -5.11  C160 1.896, C162 1.863, C166 1.832, C170 1.862
162 C -26.38 3.92 -5.71  P161 1.863, C163 1.543, H183 1.090, H184 1.090
163 C -25.09 4.57 -5.16  C162 1.543, C164 1.535, H185 1.090, H186 1.090
164 C -25.32 5.95 -4.53  C163 1.535, C165 1.499, H187 1.090, H188 1.090
165 C -25.91 6.89 -5.54  C164 1.499, H189 1.090, H190 1.090, H191 1.090
166 C -25.11 1.32 -5.38  P161 1.832, C167 1.591, H192 1.090, H193 1.090
167 C -25.28 -0.24 -5.07  C166 1.591, C168 1.562, H194 1.090, H195 1.090
168 C -23.95 -1.01 -5.33  C167 1.562, C169 1.597, H196 1.090, H197 1.090
169 C -23.97 -2.60 -5.17  C168 1.597, H198 1.090, H199 1.090, H200 1.090
170 C -28.01 1.62 -6.32  P161 1.862, C171 1.541, H201 1.090, H202 1.090
171 C -29.38 2.31 -6.51  C170 1.541, C172 1.558, H203 1.090, H204 1.090
172 C -30.46 1.49 -7.28  C171 1.558, C173 1.514, H205 1.090, H206 1.090
173 C -30.22 0.78 -8.59  C172 1.514, H207 1.090, H208 1.090, H209 1.090
174 H -26.34 0.87 0.59  C157 1.090
175 H -26.48 2.47 1.38  C157 1.090
176 H -25.14 2.25 0.52  C157 1.090
177 H -26.92 3.61 -0.84  C158 1.090
178 H -27.89 2.20 -0.59  C158 1.090
179 H -26.52 0.82 -2.11  C159 1.090
180 H -25.47 2.25 -2.40  C159 1.090
181 H -27.82 3.35 -3.18  C160 1.090
182 H -28.25 1.60 -3.44  C160 1.090
183 H -27.30 4.49 -5.60  C162 1.090
184 H -26.29 3.79 -6.79  C162 1.090
185 H -24.28 4.80 -5.85  C163 1.090
186 H -24.80 3.97 -4.30  C163 1.090
187 H -24.56 6.36 -3.87  C164 1.090
188 H -26.04 5.83 -3.72  C164 1.090
189 H -26.74 6.44 -6.08  C165 1.090
190 H -25.33 7.23 -6.41  C165 1.090
191 H -26.07 7.85 -5.05  C165 1.090
192 H -24.43 1.72 -4.63  C166 1.090
193 H -24.66 1.53 -6.35  C166 1.090
194 H -25.98 -0.57 -5.85  C167 1.090
195 H -25.62 -0.41 -4.05  C167 1.090
196 H -23.32 -0.66 -4.52  C168 1.090
197 H -23.48 -0.63 -6.24  C168 1.090
198 H -22.97 -2.87 -4.83  C169 1.090
199 H -24.23 -3.17 -6.06  C169 1.090
200 H -24.75 -2.91 -4.48  C169 1.090
201 H -28.20 0.57 -6.12  C170 1.090
202 H -27.51 1.62 -7.29  C170 1.090
203 H -29.23 3.22 -7.09  C171 1.090
204 H -29.88 2.65 -5.60  C171 1.090
205 H -31.23 2.26 -7.25  C172 1.090
206 H -30.75 0.74 -6.55  C172 1.090
207 H -31.02 0.34 -9.18  C173 1.090
208 H -29.48 -0.02 -8.59  C173 1.090
209 H -29.81 1.58 -9.20  C173 1.090
210 C -22.78 12.21 -10.78  C211 1.580, H227 1.090, H228 1.090, H229 1.090
211 C -21.75 11.03 -10.64  C210 1.580, C212 1.520, H230 1.090, H231 1.090
212 C -20.86 10.83 -11.86  C211 1.520, C213 1.574, H232 1.090, H233 1.090
213 C -21.63 10.20 -13.08  C212 1.574, P214 1.868, H234 1.090, H235 1.090
214 P -20.57 10.08 -14.62  C213 1.868, C215 1.795, C219 1.848, C223 1.815
215 C -19.14 9.05 -14.29  P214 1.795, C216 1.580, H236 1.090, H237 1.090
216 C -19.27 7.51 -14.60  C215 1.580, C217 1.476, H238 1.090, H239 1.090
217 C -18.22 6.67 -14.00  C216 1.476, C218 1.509, H240 1.090, H241 1.090
218 C -18.44 5.22 -14.34  C217 1.509, H242 1.090, H243 1.090, H244 1.090
219 C -21.47 9.31 -16.04  P214 1.848, C220 1.548, H245 1.090, H246 1.090
220 C -22.65 8.47 -15.49  C219 1.548, C221 1.485, H247 1.090, H248 1.090
221 C -23.28 7.60 -16.52  C220 1.485, C222 1.485, H249 1.090, H250 1.090
222 C -22.34 6.76 -17.30  C221 1.485, H251 1.090, H252 1.090, H253 1.090
223 C -19.94 11.70 -15.14  P214 1.815, C224 1.520, H254 1.090, H255 1.090
224 C -19.63 11.89 -16.62  C223 1.520, C225 1.479, H256 1.090, H257 1.090
225 C -18.68 10.90 -17.16  C224 1.479, C226 1.519, H258 1.090, H259 1.090
226 C -18.47 11.23 -18.63  C225 1.519, H260 1.090, H261 1.090, H262 1.090
227 H -23.34 12.36 -9.85  C210 1.090
228 H -23.62 11.96 -11.42  C210 1.090
229 H -22.37 13.19 -11.02  C210 1.090
230 H -22.15 10.13 -10.16  C211 1.090
231 H -21.05 11.41 -9.89  C211 1.090
232 H -20.01 10.24 -11.53  C212 1.090
233 H -20.53 11.84 -12.13  C212 1.090
234 H -22.51 10.77 -13.36  C213 1.090
235 H -21.81 9.15 -12.82  C213 1.090
236 H -18.80 9.22 -13.27  C215 1.090
237 H -18.32 9.50 -14.86  C215 1.090
238 H -19.10 7.51 -15.68  C216 1.090
239 H -20.21 7.00 -14.37  C216 1.090
240 H -18.21 6.93 -12.94  C217 1.090
241 H -17.20 6.97 -14.23  C217 1.090
242 H -17.46 4.76 -14.23  C218 1.090
243 H -18.73 5.03 -15.38  C218 1.090
244 H -19.26 4.73 -13.81  C218 1.090
245 H -20.70 8.72 -16.54  C219 1.090
246 H -21.79 10.08 -16.75  C219 1.090
247 H -23.26 9.21 -14.97  C220 1.090
248 H -22.38 7.97 -14.57  C220 1.090
249 H -23.84 8.14 -17.28  C221 1.090
250 H -23.98 6.97 -15.96  C221 1.090
251 H -22.91 6.01 -17.85  C222 1.090
252 H -21.62 6.22 -16.68  C222 1.090
253 H -21.54 7.16 -17.93  C222 1.090
254 H -19.07 11.89 -14.51  C223 1.090
255 H -20.70 12.32 -14.69  C223 1.090
256 H -19.21 12.90 -16.66  C224 1.090
257 H -20.55 11.99 -17.19  C224 1.090
258 H -18.90 9.83 -17.20  C225 1.090
259 H -17.71 10.91 -16.66  C225 1.090
260 H -19.39 11.34 -19.20  C226 1.090
261 H -17.84 10.54 -19.19  C226 1.090
262 H -17.85 12.12 -18.75  C226 1.090

maximum force	5.75	eV/A
relative energy (zero: lowest compared OMol25 entry of this formula, charge and spin)	132.4	kcal per mole
total charge	+5
HOMO level	-16.30	eV

These are the Löwdin partial charges, in e, on atoms 1 to 8: atom 1 (O): 0.11, atom 2 (C): -0.34, atom 3 (O): 0.21, atom 4 (B): -0.94, atom 5 (O): 0.23, atom 6 (C): -0.30, atom 7 (O): 0.07, atom 8 (O): 0.24